C14H30N2O12S2 | ωB97M-V with the def2-TZVPD basis set

Computed properties:
LUMO energy	0.112	eV
structure (SMILES)	CCCNN(CCO)C(=O)OCCCCO.O=S1(=O)OCCO1.O=S1(=O)OCCO1
calculated total energy	-2360.0988	Eh

Cartesian coordinates (Å):
S -3.59 1.68 3.51
S 1.48 1.50 -6.63
O -4.16 0.28 4.01
O -3.84 2.70 4.46
O 1.76 -0.05 -6.43
O 2.69 2.24 -6.59
O -4.58 1.86 2.29
O 0.60 1.65 -7.73
O 0.72 1.74 -5.26
O -1.61 -2.46 0.95
O -0.20 -1.38 -2.25
O 3.44 -2.40 3.91
O -2.26 1.45 3.04
O 1.18 -1.95 -0.58
N -0.07 1.15 -1.27
N 0.00 0.03 -0.39
C 2.76 -2.69 1.57
C 0.30 0.48 -4.69
C 0.36 2.84 0.62
C 3.45 -2.26 0.27
C 2.94 -1.72 2.75
C 2.56 -1.57 -0.77
C -1.20 -0.16 0.42
C -5.39 -0.04 3.33
C 0.71 2.29 -0.77
C 0.30 -1.14 -1.20
C 1.43 -0.45 -5.08
C -1.05 -1.26 1.46
C 1.00 2.09 1.80
C -5.22 0.61 1.97
H 3.67 -0.95 2.50
H -2.06 -0.41 -0.22
H 1.76 2.00 -0.79
H 2.00 -1.21 2.99
H 0.58 3.07 -1.53
H 2.30 -0.32 -4.45
H -0.73 2.85 0.73
H -1.04 1.43 -1.40
H 1.69 -2.84 1.38
H -5.47 -1.12 3.29
H 2.62 -0.47 -0.68
H -6.16 0.84 1.48
H 0.21 0.61 -3.62
H 1.13 -1.50 -5.11
H 0.02 -1.40 1.67
H 4.25 -1.55 0.52
H -1.39 0.78 0.92
H 0.30 1.95 2.62
H 3.16 -3.65 1.89
H 3.94 -3.12 -0.19
H -0.65 0.18 -5.13
H 2.85 -1.84 -1.79
H 1.34 1.10 1.49
H -1.54 -0.95 2.39
H 2.78 -2.35 4.61
H -6.23 0.38 3.89
H 1.86 2.64 2.19
H -1.75 -3.08 1.67
H -4.57 0.02 1.32
H 0.66 3.89 0.64